# 1
11
Properties=species:S:1:pos:R:3:lowdin_charge:R:1 method="wB97M-V/def2-TZVPD" e_homo_ev=-6.909 molar_mass_g_mol=100.06 orbital_gap_ev=6.8 de_lowest_ev=5.670
P -0.28025 3.60558 0.21289 0.560
N 0.32323 2.12020 0.03308 -0.553
N 0.26052 1.12416 -0.97609 -0.103
C 1.32278 -0.00353 -0.91270 0.088
C 0.13836 -0.16597 -0.34897 -0.359
C -0.89614 -0.96137 0.19337 -0.043
H 0.74877 1.73380 0.79705 -0.030
H -1.31699 -1.62429 -0.57962 0.101
H -1.62322 -0.35383 0.78284 0.103
H -0.28320 -1.61453 0.87815 0.108
H 2.42623 -0.17151 -1.21365 0.127

---

# 2
100
Properties=species:S:1:pos:R:3:lowdin_charge:R:1 method="wB97M-V/def2-TZVPD" e_homo_ev=-2.570 molar_mass_g_mol=877.65 charge=-1 orbital_gap_ev=4.3 de_lowest_ev=1.506
Ba 10.44099 11.60687 15.32338 1.831
Cl 15.55211 19.87870 11.87568 0.688
S 9.84584 14.87840 19.36392 1.083
F 12.18939 13.02346 16.26242 -0.651
O 12.86821 9.37321 18.21153 -0.107
O 9.34854 9.36283 18.39635 -0.026
O 12.65531 10.17456 15.26894 -0.161
O 15.53515 12.18762 8.60247 -0.071
O 14.06172 11.40130 16.73209 0.103
O 10.59392 9.17015 16.52962 -0.220
N 10.56546 14.33334 13.78466 -0.018
N 12.37112 11.39745 12.11474 0.078
N 7.07677 11.38028 14.73731 -0.310
N 13.03695 12.15968 10.11148 -0.087
N 11.20650 15.28071 17.07302 0.046
N 9.47929 13.64714 17.10553 -0.114
N 14.11804 11.51388 10.71872 0.057
N 8.59466 13.13182 17.99223 0.002
C 7.87922 8.51893 10.97691 -0.146
C 11.68498 8.74224 18.57086 -0.139
C 12.00104 12.06804 11.03865 -0.120
C 9.21968 8.74624 11.23672 -0.134
C 16.09247 16.10958 10.67337 -0.039
C 10.40063 9.11813 17.78853 -0.679
C 13.58269 9.06778 17.04067 -0.131
C 13.55496 10.61781 7.25084 -0.033
C 15.44791 18.50092 9.50825 -0.094
C 6.32529 10.95933 13.51635 -0.169
C 6.83061 12.79286 15.10916 -0.108
C 10.10841 14.67725 17.64634 -0.680
C 6.98888 10.45084 15.90265 -0.100
C 14.46530 12.92042 8.06243 -0.433
C 15.90635 16.13037 9.28971 -0.226
C 13.67470 10.99454 11.84241 -0.158
C 13.29151 13.16411 9.04911 -0.027
C 7.87214 12.99148 20.30619 -0.254
C 15.90672 17.22626 11.47832 -0.090
C 15.06770 14.27651 7.57435 -0.116
C 12.70438 12.65464 6.08310 -0.072
C 8.63523 10.40052 12.88223 -0.191
C 13.96461 12.06353 6.77073 -0.511
C 9.56055 9.62796 12.28453 -0.219
C 15.61021 18.49796 10.89540 -0.718
C 16.13261 14.84256 8.48230 -0.135
C 13.49605 10.31437 16.18413 -0.461
C 15.60504 17.32744 8.71932 -0.045
C 8.70590 13.57336 19.20576 -0.612
C 7.31038 10.18213 12.69469 -0.299
C 15.07623 12.03269 5.74367 -0.069
C 8.48914 11.73603 20.86309 -0.105
C 6.94242 9.27687 11.67984 -0.086
H 7.44077 9.51204 15.53633 0.082
H 5.88644 10.14560 16.10751 0.091
H 12.76086 13.75366 5.75906 0.103
H 7.46449 10.84327 16.80291 0.047
H 15.00638 11.05257 5.24818 0.089
H 13.51169 14.10596 9.61057 0.145
H 11.51220 8.88758 19.63126 0.114
H 5.88556 12.91584 15.61508 0.070
H 16.02294 12.19144 6.33873 0.099
H 13.11988 8.25028 16.50130 0.125
H 11.54178 14.11692 13.60784 -0.001
H 14.28180 15.02118 7.49385 0.120
H 12.57696 12.07552 5.16620 0.075
H 17.03882 14.99402 7.86233 0.128
H 11.72792 14.61594 16.46398 0.048
H 15.21443 11.48747 9.27284 0.097
H 9.06910 11.23092 20.05494 0.068
H 16.55820 14.10050 9.16905 0.111
H 7.82979 10.97727 21.26382 0.069
H 11.77821 12.57112 6.72595 0.086
H 16.03838 17.25257 12.56263 0.101
H 7.84568 13.76202 21.08089 0.092
H 10.50692 15.07838 14.48557 0.001
H 14.46172 10.05496 7.45475 0.081
H 15.52750 14.12960 6.61439 0.087
H 11.80510 7.63331 18.36516 0.139
H 6.87273 12.75077 19.89429 0.123
H 6.14784 11.91204 13.05942 0.090
H 15.42919 17.48108 7.66712 0.111
H 7.56040 7.87732 10.17196 0.073
H 12.32974 13.11369 8.52172 0.115
H 5.91246 9.26950 11.35395 0.081
H 13.51817 12.15598 16.37888 0.056
H 7.53734 13.16057 15.84640 0.023
H 14.65870 8.77869 17.18139 0.134
H 13.06577 10.13531 6.41995 0.071
H 10.61268 9.73469 12.58222 0.035
H 16.25707 15.18782 11.18819 0.108
H 15.01150 12.91261 5.03544 0.096
H 12.83872 10.57184 8.09153 0.087
H 10.98249 12.45124 10.85916 0.141
H 10.04807 8.39163 10.60135 0.081
H 15.20343 19.45687 9.03860 0.101
H 9.22811 11.99596 21.65984 0.082
H 14.31959 10.32734 12.47520 0.133
H 5.33930 10.45203 13.69350 0.123
H 10.02178 14.65590 12.97858 0.024
H 11.33902 16.25332 17.17448 0.069
H 6.89204 13.33404 14.21924 0.051

---

# 3
18
Properties=species:S:1:pos:R:3:lowdin_charge:R:1 method="wB97M-V/def2-TZVPD" e_homo_ev=-9.621 molar_mass_g_mol=105.14 smiles="C=N/C=C/C.O.O" orbital_gap_ev=9.9 de_lowest_ev=2.341
O 3.13175 -1.33102 0.22814 -0.094
O -2.62512 -0.33586 -1.64350 -0.063
N 1.31004 0.71500 -0.57357 -0.035
C 1.46491 1.74556 -1.26985 -0.009
C -1.42846 -0.66329 1.66682 -0.083
C 0.19156 0.59091 0.27511 -0.178
C -0.47774 -0.52389 0.48505 -0.172
H 2.66586 -0.52879 -0.08269 -0.022
H 0.73241 2.55314 -1.34211 0.086
H -1.83816 -0.12788 -1.11882 -0.017
H -3.37178 -0.14679 -1.06939 0.030
H 2.38269 1.86745 -1.82624 0.076
H -0.06439 -1.48102 0.17650 0.118
H -1.59952 0.32640 2.11091 0.074
H -0.07011 1.50087 0.80408 0.121
H -0.99414 -1.34560 2.38278 0.078
H 3.02468 -1.96088 -0.49032 0.024
H -2.43447 -0.85430 1.28710 0.065

---

# 4
44
Properties=species:S:1:pos:R:3:lowdin_spin:R:1 method="wB97M-V/def2-TZVPD" e_homo_ev="-14.572 / -14.562" multiplicity=5 molar_mass_g_mol=598.69 charge=+2 orbital_gap_ev="8.8 / 5.6" de_lowest_ev=1.040
Ir -0.22040 -0.07650 0.31300 2.776
S 0.19460 1.87420 -1.07440 0.317
S -0.70280 0.54470 2.84360 0.016
O -1.74100 -0.32590 2.28930 0.120
O 2.27650 -1.58680 3.09960 0.028
O -0.80720 1.88100 2.30000 0.035
N 1.24350 -1.66370 -0.32450 0.146
N 0.69690 -0.14020 2.31020 0.180
N 1.63740 -3.81930 -0.22640 0.007
N -1.59300 -4.01560 -0.14700 0.006
N -1.79230 2.88640 -2.48660 0.013
N -2.26940 2.41130 -0.26880 0.038
N -1.47310 -1.82700 -0.28840 0.111
C -1.43980 2.44400 -1.29210 0.058
C 1.33420 -0.83040 5.83520 0.002
C -2.86780 -3.53690 -0.12550 0.010
C -0.75720 -2.95990 -0.24480 0.022
C -0.36730 0.31040 4.57290 0.003
C 2.83930 -3.18600 -0.22070 0.014
C 0.67380 -2.87420 -0.27790 0.024
C 0.79190 -0.45610 4.61720 0.011
C -1.01110 0.73340 5.71220 0.000
C -0.46250 0.35850 6.93720 0.002
C -3.65960 2.81150 -0.34330 0.004
C -2.77820 -2.17250 -0.21300 0.010
C 2.57890 -1.83970 -0.28100 0.012
C 0.68820 -0.41370 6.99560 0.003
C 1.36530 -0.81120 3.26390 0.022
H -4.18830 2.23470 -1.10510 0.001
H 2.24000 -1.41520 5.87020 0.000
H -3.56310 -1.44210 -0.21410 0.001
H -3.72800 -4.17450 -0.07890 0.001
H -1.88010 2.20190 0.65340 0.004
H -3.75730 3.87480 -0.56930 0.002
H -1.11970 2.91890 -3.23810 0.002
H -1.90690 1.33130 5.66060 0.000
H -4.12520 2.62800 0.61920 0.000
H 3.26720 -1.01900 -0.30150 0.000
H -2.71070 3.26370 -2.67270 0.001
H -1.34950 -4.99060 -0.04980 0.001
H -0.92720 0.69910 7.85080 0.000
H 1.51930 -4.82200 -0.19240 0.001
H 3.77490 -3.70790 -0.18620 0.001
H 1.09670 -0.68380 7.95820 0.000

---

# 5
31
Properties=species:S:1:pos:R:3:lowdin_charge:R:1 method="wB97M-V/def2-TZVPD" e_homo_ev=-12.820 molar_mass_g_mol=189.28 charge=+1 smiles="CC#C[N@@+]12C=C3C[C@]3(C1)[C@@H](C)[C@@H]2NC" orbital_gap_ev=10.3 de_lowest_ev=6.093
N 0.37136 -0.54228 -0.80151 -0.076
N 0.73045 1.08427 1.14439 -0.018
C -2.43155 0.50589 -2.12622 0.043
C -1.75755 -0.20356 -1.00362 -0.255
C 1.82751 -1.31981 -0.77339 0.128
C 0.68683 2.46179 0.69084 -0.066
C -1.55580 0.35251 0.40330 -0.237
C 0.27116 0.50215 -1.83882 -0.006
C -0.05274 0.06484 0.66304 -0.219
C 2.88806 -1.84137 -0.59683 -0.092
C -0.81879 -1.38528 -1.07978 -0.028
C -1.00378 0.75990 -1.99470 -0.034
C -2.44431 -0.29752 1.45898 -0.019
C 4.15839 -2.49745 -0.46069 -0.075
H -0.95587 -2.14157 -0.30773 0.144
H 1.16652 0.92295 -2.25205 0.132
H 4.24530 -2.90524 0.54620 0.095
H -2.33704 -1.37864 1.45925 0.085
H -0.30406 2.88318 0.85193 0.085
H -3.48596 -0.06098 1.26276 0.093
H -2.18567 0.08160 2.44379 0.095
H 4.96151 -1.78116 -0.62718 0.095
H 0.95836 2.58400 -0.36260 0.075
H 0.07619 -0.81372 1.30280 0.165
H -2.71924 -0.05391 -3.00672 0.136
H 1.64652 0.79720 1.45482 0.133
H -0.75309 -1.85554 -2.06121 0.158
H -1.73512 1.42830 0.41043 0.141
H 4.24228 -3.30678 -1.18324 0.096
H 1.38788 3.03075 1.29587 0.095
H -3.11935 1.29958 -1.86864 0.131

---

# 6
26
Properties=species:S:1:pos:R:3:lowdin_charge:R:1 method="wB97M-V/def2-TZVPD" e_homo_ev=-4.534 molar_mass_g_mol=190.22 charge=-1 orbital_gap_ev=7.7 de_lowest_ev=1.091
O 2.69411 -1.58555 0.18523 -0.145
O 3.79145 -0.82068 1.99212 -0.064
N -0.06799 -1.01668 -0.57599 0.120
C -2.15678 -0.64394 -1.45064 -0.246
C -2.23124 2.26436 1.09886 -0.102
C -1.93022 0.38830 -0.48094 -0.133
C 3.93827 0.39537 -0.16203 -0.044
C -0.67350 0.02180 0.09973 -0.192
C -0.16045 0.94978 1.03188 -0.027
C -1.06905 -1.51498 -1.42325 -0.030
C -0.89632 2.00378 1.52272 -0.115
C -2.61516 1.54441 -0.02615 -0.056
C 3.47228 -0.80205 0.80684 -0.769
C -3.38405 -0.77731 -2.27248 -0.074
H 0.68756 0.63175 1.59721 0.104
H -3.16001 -1.08854 -3.28405 0.064
H 4.04871 -0.04169 -1.18211 0.057
H 3.11383 1.08689 -0.21586 0.036
H 4.86949 0.83438 0.12971 0.031
H 0.81234 -1.38862 -0.29728 0.087
H -0.81726 -2.41703 -1.94793 0.110
H -4.04662 0.10949 -2.24502 0.075
H -3.58095 1.72651 -0.42875 0.079
H -0.36376 2.56412 2.28230 0.089
H -4.05382 -1.56510 -1.94633 0.063
H -2.71611 3.21358 1.26334 0.081

---

# 7
19
Properties=species:S:1:pos:R:3:lowdin_spin:R:1 method="wB97M-V/def2-TZVPD" e_homo_ev="-3.220 / -10.191" multiplicity=2 molar_mass_g_mol=89.16 orbital_gap_ev="4.1 / 10.8" de_lowest_ev=1.307
N 0.96574 0.46543 -0.84891 0.199
N 1.76287 -0.18632 1.72780 0.028
C -1.43374 -0.15758 -0.37124 0.027
C 0.03924 -0.40222 -0.03744 0.094
C -1.74511 0.41590 -1.74998 0.066
C 0.34296 -0.22247 1.45090 0.041
H -2.80497 0.32709 -1.94546 0.004
H -1.81960 0.53070 0.37473 0.005
H 1.96583 0.22733 2.63125 0.004
H 1.91769 0.41404 -0.48397 0.087
H -0.19528 -1.03912 1.96802 0.005
H 0.34208 -1.40670 -0.32303 0.035
H -1.43817 1.45845 -1.82180 0.033
H 2.18627 -1.11235 1.77435 0.008
H -0.10667 0.71003 1.81218 0.011
H -1.23968 -0.12238 -2.54397 0.032
H -1.96974 -1.08237 -0.13569 0.003
H 1.04269 0.17336 -1.86697 0.179
H 0.73748 1.48888 -0.77904 0.140

---

# 8
20
Properties=species:S:1:pos:R:3:lowdin_charge:R:1 method="wB97M-V/def2-TZVPD" e_homo_ev="-6.641 / -6.641" molar_mass_g_mol=99.18 orbital_gap_ev="7.6 / 7.6" de_lowest_ev=2.937
N -0.42252 -0.34031 0.07200 -0.222
C 1.43663 0.91716 -1.01430 -0.071
C -1.18910 -1.56773 -0.04098 -0.029
C -1.87454 1.67860 0.35669 -0.100
C 1.86354 -1.25282 0.30268 -0.049
C -0.75028 0.78387 0.77884 -0.188
C 0.90393 -0.17247 -0.12311 -0.346
H -0.18596 0.99612 1.68017 0.095
H 1.95391 -2.04728 -0.45498 0.082
H 2.16340 1.56682 -0.50733 0.075
H -2.24675 -1.32368 0.09289 0.086
H 1.54730 -1.72644 1.24014 0.076
H -0.90119 -2.28824 0.73662 0.085
H -1.56833 2.42578 -0.39284 0.063
H -2.28642 2.23088 1.20874 0.066
H 0.62515 1.54870 -1.38651 0.071
H 2.86899 -0.84458 0.45443 0.075
H -2.68976 1.09947 -0.09990 0.067
H -1.04349 -2.02846 -1.02375 0.089
H 1.96079 0.48237 -1.88290 0.075

---

# 9
16
Properties=species:S:1:pos:R:3:lowdin_charge:R:1 method="wB97M-V/def2-TZVPD" e_homo_ev=-9.793 molar_mass_g_mol=115.20 smiles=CC(C)[C@H](S)C#N orbital_gap_ev=10.5 de_lowest_ev=0.784
S -2.13346 1.48683 -0.49044 0.765
N -2.14649 -2.12154 0.45795 0.108
C 0.52154 0.35792 1.31096 -0.079
C -1.63542 -1.23333 -0.03717 -0.205
C -0.92102 0.16349 -0.75364 -0.579
C 0.46939 0.42927 -0.21294 -0.495
C 1.47525 -0.53442 -0.84304 -0.071
H 0.72714 1.44941 -0.52444 0.132
H -2.22904 1.34559 0.83211 -0.130
H 0.23208 -0.63282 1.65821 0.079
H 1.42969 -0.48372 -1.92847 0.078
H -0.14261 1.09328 1.75896 0.065
H -0.93463 -0.05703 -1.81936 0.085
H 1.27309 -1.55764 -0.53328 0.084
H 1.53157 0.56596 1.65613 0.082
H 2.48293 -0.27126 -0.53154 0.081

---

# 10
27
Properties=species:S:1:pos:R:3:lowdin_charge:R:1 method="wB97M-V/def2-TZVPD" e_homo_ev=-10.818 molar_mass_g_mol=162.13 smiles=O.O.O.O.O.O.O.O.O orbital_gap_ev=10.5 de_lowest_ev=4.179
O 0.38054 1.38863 2.98742 -0.032
O 2.43872 -1.35900 1.14796 -0.047
O -1.42961 1.04245 -0.22931 -0.082
O -0.78823 -0.71657 0.83372 -0.089
O 4.42307 0.15396 -1.68660 -0.059
O -2.34251 -2.83436 0.99909 -0.070
O 1.35993 -1.71452 -1.29595 -0.031
O 0.03041 3.26888 -0.06080 -0.053
O -3.59969 0.35022 -1.87391 -0.058
H 3.49532 0.36785 -1.53650 0.017
H -0.54975 3.22295 -0.82911 0.033
H 2.47255 -0.65209 1.80227 0.037
H 0.15614 -0.84775 0.97494 0.032
H 0.20101 4.21121 0.04823 0.053
H -4.47476 0.74509 -1.78835 0.041
H 1.84749 -1.01973 0.46654 -0.026
H -0.89605 -0.79716 -0.12068 0.053
H -0.88367 1.43417 -0.92033 0.036
H -3.76479 -0.49375 -2.30915 0.033
H -0.06474 1.15601 2.16486 -0.004
H 1.04975 -1.11286 -1.98209 0.063
H 4.58692 -0.59869 -1.10724 0.034
H 0.87113 0.59275 3.22170 0.031
H -0.87037 1.06998 0.55522 0.016
H -2.56630 -2.38781 0.17477 0.018
H 0.56482 -2.18297 -1.01784 0.053
H -1.64734 -2.28686 1.38115 0.000

---

# 11
12
Properties=species:S:1:pos:R:3:lowdin_charge:R:1 method="wB97M-V/def2-TZVPD" e_homo_ev=-10.017 molar_mass_g_mol=99.09 orbital_gap_ev=9.5 de_lowest_ev=6.996
O 3.30069 -0.72166 -0.38068 0.076
O 2.59737 0.83873 0.95244 0.067
N 2.43997 -0.01264 0.08132 -0.456
C -0.86010 -0.12293 0.57505 -0.139
C -0.06136 -1.15917 0.81849 0.135
C 1.21443 -0.17290 -0.45446 -0.114
C -0.00190 0.81745 -0.33731 -0.142
H -0.40074 1.09082 -1.32596 0.093
H -1.79087 0.12604 1.11787 0.100
H 0.08822 1.86383 0.22020 0.148
H 1.24715 -0.62571 -1.45433 0.140
H 0.25561 -2.04736 1.40488 0.091

---

# 12
49
Properties=species:S:1:pos:R:3:lowdin_charge:R:1 method="wB97M-V/def2-TZVPD" e_homo_ev=-10.273 molar_mass_g_mol=314.29 smiles="CN(C=O)CC(N)=O.O.O.O.O.O.O.O.O.O.O.O" orbital_gap_ev=10.5 de_lowest_ev=0.684
O -1.55429 0.99815 -2.37980 -0.090
O -1.71504 -1.49959 -1.22906 -0.025
O -0.93990 3.82096 0.91153 -0.075
O -1.01525 2.22663 3.11828 -0.098
O -1.13370 -3.29332 -3.28232 -0.065
O 2.87059 -1.81457 -2.61282 -0.080
O 4.27548 -1.16735 -0.45343 -0.056
O 2.05538 -0.03692 0.62056 -0.009
O -2.88433 2.27689 -0.29416 -0.076
O 0.49333 -3.50935 -0.80788 -0.049
O 0.93512 3.62184 -1.10403 -0.033
O -3.13761 0.92400 1.97799 -0.050
O 1.46283 0.95685 3.14366 -0.062
N -0.85448 -1.26772 0.85076 -0.094
N 1.06909 0.30038 -1.39047 0.226
C -0.22968 -1.98262 1.95904 -0.020
C -1.40149 -1.99975 -0.14794 -0.287
C -0.34042 0.06747 0.57285 -0.063
C 1.02865 0.08435 -0.07658 -0.426
H 3.45266 -1.64475 -1.84392 -0.019
H -3.70000 2.69787 -0.56471 0.078
H -0.31798 -3.05303 1.81831 0.088
H 2.21561 1.42458 3.52950 0.068
H 0.19366 0.31060 -1.90310 0.075
H -0.26928 0.60413 1.50873 0.100
H 1.88961 0.08221 -1.95399 0.111
H 3.51763 -0.73115 -0.01597 0.006
H -3.07279 1.75821 0.53612 0.027
H -0.67748 -1.70363 2.90976 0.096
H -0.44328 -2.83003 -3.76207 0.040
H 0.84398 2.72687 -1.44045 0.024
H 0.83740 -1.77583 2.02548 0.088
H -1.70352 -3.00859 0.12486 0.149
H -0.21973 3.82718 0.25027 0.009
H -1.69576 3.41191 0.45112 0.009
H -2.46350 1.38641 2.54749 0.038
H -2.05266 1.56831 -1.75707 0.010
H -1.82271 0.10559 -2.09338 0.007
H 4.57355 -1.84331 0.16605 0.068
H 1.72956 0.54932 2.28979 0.011
H -1.07498 0.61302 -0.00323 0.100
H 0.03942 -3.86387 -1.58610 0.032
H -0.86464 2.89819 2.40888 0.017
H -0.14259 1.79640 3.24174 0.006
H 1.87882 3.72845 -0.92050 0.070
H 1.22573 -3.00976 -1.19645 0.032
H -2.81004 0.03722 1.84741 0.034
H 3.43549 -2.17073 -3.30531 0.047
H -1.48644 -2.59814 -2.68541 0.008